(1)
The following is a quantum chemistry calculation of a cluster of 2 separate species, H5NO in total, from the Open Molecules 2025 dataset.

Values from the calculation:
E   -3618.665 eV
Structure (SMILES)   N.O
LUMO energy   0.79 eV
Max |F|   2.41 eV Å⁻¹
Relative energy (zero: lowest compared OMol25 entry of this formula, charge and spin)   5.90 kcal per mole
Gap between HOMO and LUMO   11.0 eV

Element x y z (Å)
N: -0.825 -0.049 0.036
H: -1.405 0.677 -0.476
H: -1.206 -0.893 -0.372
H: -1.171 -0.094 1.001
O: 1.844 -0.155 0.044
H: 0.915 -0.292 -0.275
H: 1.848 0.806 0.042


(2)
The following is a quantum chemistry calculation of the molecule C17H27FN2O2, from the Open Molecules 2025 dataset.

Values from the calculation:
E   -27859.218 eV
LUMO energy   -0.54 eV
Max |F|   1.45 eV Å⁻¹
Gap between HOMO and LUMO   8.8 eV

Element x y z (Å)
C: 3.340 -1.534 0.661
C: 3.365 -0.151 1.309
C: 4.111 0.893 0.475
C: 3.292 1.501 -0.662
C: 2.000 2.217 -0.216
C: 0.835 1.892 -1.150
C: -0.487 2.529 -0.688
C: -1.255 1.587 0.194
N: -1.330 1.956 1.453
N: -1.958 1.164 2.295
C: -2.038 1.622 3.834
O: -3.126 1.320 4.277
O: -1.008 2.106 4.191
C: -2.509 0.035 1.938
C: -2.483 -0.400 0.621
C: -3.131 -1.715 0.293
C: -2.348 -2.905 0.861
F: -2.926 -3.332 2.044
C: -1.832 0.397 -0.298
C: -1.760 0.002 -1.743
C: -0.851 -1.226 -2.015
C: -1.448 -2.142 -3.078
H: 3.044 -1.501 -0.388
H: 4.297 -2.040 0.774
H: 2.606 -2.163 1.171
H: 2.356 0.166 1.574
H: 3.888 -0.247 2.263
H: 4.970 0.383 0.028
H: 4.520 1.670 1.121
H: 3.038 0.715 -1.378
H: 3.906 2.234 -1.187
H: 2.180 3.293 -0.233
H: 1.730 1.933 0.800
H: 0.757 0.803 -1.177
H: 1.087 2.215 -2.162
H: -1.118 2.770 -1.543
H: -0.267 3.424 -0.113
H: -2.991 -0.530 2.723
H: -4.125 -1.743 0.738
H: -3.241 -1.837 -0.779
H: -2.292 -3.729 0.151
H: -1.323 -2.608 1.093
H: -2.759 -0.212 -2.125
H: -1.390 0.833 -2.340
H: 0.090 -0.844 -2.413
H: -0.606 -1.754 -1.094
H: -1.546 -1.579 -4.008
H: -0.813 -3.000 -3.285
H: -2.451 -2.468 -2.806


(3)
The following is a quantum chemistry calculation of the molecule C2H4INS, from the Open Molecules 2025 dataset.

Values from the calculation:
E   -22560.518 eV
LUMO energy (spin up / spin down)   -1.46 / -1.46 eV
Max |F|   1.06 eV Å⁻¹
Relative energy (zero: lowest compared OMol25 entry of this formula, charge and spin)   87.32 kcal per mole
Gap between HOMO and LUMO (spin up / spin down)   7.1 / 7.1 eV

Element x y z (Å)
C: -0.255 -0.916 -0.374
C: -0.136 -0.022 -1.494
N: 0.676 0.885 2.478
S: 1.217 0.804 -1.850
I: -0.886 0.226 1.584
H: -1.066 -1.631 -0.464
H: 0.676 -1.351 -0.030
H: -1.002 0.125 -2.132
H: 0.776 1.881 2.281


(4)
The following is a quantum chemistry calculation of a cluster of 2 separate species, CH2I2S in total, from the Open Molecules 2025 dataset.

Values from the calculation:
E   -28103.030 eV
Spin multiplicity   3
LUMO energy (spin up / spin down)   0.11 / -3.43 eV
Max |F|   3.54 eV Å⁻¹
⟨S²⟩   2.01
Gap between HOMO and LUMO (spin up / spin down)   7.4 / 6.3 eV

Element x y z (Å)
C: -1.197 0.535 -0.162
S: -1.014 -1.182 -0.023
I: 3.984 -1.497 0.759
I: 0.199 2.023 -0.216
H: -2.250 0.951 -0.350
H: 0.280 -0.830 -0.007